ORCA calculation (ωB97M-V/def2-TZVPD) on C6H6N2S in the gas phase at a distorted geometry.

Properties
max |F|	5.2	eV/A
M	138.20	g/mol
highest occupied orbital energy	-8.27	eV

Cartesian coordinates (Å):
C1 -0.3396 2.2151 -0.5758
C2 -0.3201 -1.6732 0.7315
N1 0.8035 0.9252 -2.0488
H1 -0.1714 2.7145 -2.7256
H2 0.3776 1.1810 1.1928
C3 0.0488 0.9955 0.1392
C4 0.9447 -1.7831 -0.0036
C5 0.8211 0.2755 -0.9178
S1 -1.3614 -0.2459 0.3501
H3 -0.1794 -1.6725 1.8750
H4 -0.9033 3.0780 -0.1588
C6 0.1156 2.1245 -1.8788
H5 1.6427 -2.5688 0.1812
H6 -1.0550 -2.4376 0.4447
N2 1.3844 -0.8611 -0.7465

ORCA calculation (ωB97M-V/def2-TZVPD) on C6H6N3P in the gas phase at a distorted geometry.

Properties
expectation value of S²	2.011
max |F|	4.6	eV/A
M	151.11	g/mol
highest occupied orbital energy (alpha / beta)	-6.19 / -9.47	eV
multiplicity	3

Cartesian coordinates (Å):
C1 -0.1062 -0.5979 -0.8977
H1 -0.6306 0.9330 2.1519
C2 2.0389 -1.3912 0.1936
C3 1.3862 -0.3613 -0.5659
P1 -2.2684 -0.4289 0.7840
H2 -2.2483 1.3562 2.4382
C4 0.8904 -0.7818 -1.9367
N1 2.0962 1.9420 0.2380
H3 -1.7281 1.8674 0.8116
C5 -1.6417 1.0501 1.6731
N2 -1.2958 -0.6815 -0.5394
N3 2.5140 -2.3040 0.6897
C6 1.7555 0.9509 -0.2030
H4 1.2290 -1.7133 -2.0146
H5 0.9646 -0.1157 -2.7853
H6 -2.9558 0.2760 -0.0378

ORCA calculation (ωB97M-V/def2-TZVPD) on C6H6N4O in the gas phase at a distorted geometry.

Properties
max |F|	3.7	eV/A
M	150.14	g/mol
highest occupied orbital energy	-8.47	eV

Cartesian coordinates (Å):
C1 -2.0239 -0.6457 1.9161
H1 -1.8725 -0.2992 2.9515
C2 0.1424 0.5242 1.5492
C3 1.5599 0.1212 -2.7305
O1 2.1425 1.6443 1.2803
N1 2.0999 0.7286 -1.7009
H2 -2.9633 -0.2263 1.5105
C4 1.2378 0.9883 0.7260
H3 0.1719 0.8470 2.5892
N2 -0.8817 -0.6306 -0.2982
C5 -0.8776 -0.2208 1.0430
H4 -0.2952 -0.9708 -2.9594
H5 2.0015 0.0353 -3.7253
N3 1.2124 0.5453 -0.6171
C6 0.1389 -0.2285 -1.0599
H6 -2.1544 -1.7302 1.8931
N4 0.3613 -0.4822 -2.3675

ORCA calculation (ωB97M-V/def2-TZVPD) on a gas-phase ion, C6H6NO (charge +1) at a distorted geometry.

Properties
total charge	+1
max |F|	4.8	eV/A
M	108.12	g/mol
highest occupied orbital energy	-13.83	eV

Cartesian coordinates (Å):
H1 -1.7326 -1.1468 0.9753
H2 -0.8833 -0.0548 2.4379
C1 -1.0263 -0.3568 1.3793
C2 2.8746 1.8991 1.6425
H3 0.0011 0.3205 -3.1107
H4 3.2387 -0.3072 2.0518
C3 0.1557 0.6008 -1.9731
N1 2.7790 0.5250 1.6799
C4 -0.2563 0.1003 0.4006
C5 1.7640 1.1876 1.1371
H5 -0.7391 -1.2643 -1.3907
H6 0.5522 1.5151 -1.8057
O1 0.6090 1.1259 0.7650
C6 -0.3313 -0.1690 -1.0369

Energy relative to the best compared isomer or geometry (same formula, charge and spin) list, top to bottom, in eV: 1.092 0.274 0.709 5.061